## 1
Below is a gas-phase ion, C3H10NS (charge +1), with properties calculated with ωB97M-V/def2-TZVPD.

Summary:
Total charge = +1
E_LUMO = -3.378 eV
Highest occupied orbital energy = -14.613 eV

Structure (XYZ):
```
15
Properties=species:S:1:pos:R:3:mulliken_charge:R:1
C -1.04385 -0.30323 -0.72912 -0.36
N -0.87635 -1.81893 -0.43201 -0.52
H -1.36739 -0.11469 -1.79988 0.35
H -1.80372 0.06401 0.09864 0.34
H -1.48671 -2.28308 0.22283 0.24
H -1.09474 -2.19906 -1.30927 0.23
C 0.13375 1.95353 0.51456 -0.96
S 0.45418 0.64054 -0.62087 0.36
C 1.55024 -0.32129 0.26339 -0.97
H -0.88487 2.39911 0.45436 0.40
H 0.81686 2.77249 0.39651 0.38
H 0.18287 1.62986 1.73113 0.33
H 2.52783 -0.44752 0.06129 0.45
H 1.38945 -0.52827 1.30464 0.39
H 1.50246 -1.44348 -0.15619 0.34
```

***

## 2
Below is a gas-phase ion, C3H10NS (charge +1), with properties calculated with ωB97M-V/def2-TZVPD.

Summary:
Total charge = +1
E_LUMO = -6.022 eV
Highest occupied orbital energy = -13.836 eV

Structure (XYZ):
```
15
Properties=species:S:1:pos:R:3:mulliken_charge:R:1
C -1.52890 -0.29754 0.22938 -0.40
N -2.52454 0.68233 0.39575 -0.46
H -1.46392 -0.71932 -0.76292 0.41
H -1.49766 -1.11027 0.96091 0.38
H -2.48534 1.42012 1.08469 0.22
H -3.44606 0.27995 0.23953 0.24
C 1.03146 -1.57378 0.23138 -0.69
S 0.32014 0.48059 0.15888 0.01
C 1.99901 1.51946 -0.70822 -0.67
H 0.29154 -1.64928 -0.55588 0.29
H 2.02955 -1.58369 -0.15769 0.36
H 0.84703 -2.16362 1.14121 0.28
H 1.43889 2.31458 -1.20293 0.37
H 2.49548 0.77110 -1.32015 0.31
H 2.49333 1.62936 0.26607 0.36
```

***

It is 2 that is the least stable of them.

***

## 1
Below is 2 unconnected molecules or ions with the total composition C3H12NS, with properties calculated with ωB97M-V/def2-TZVPD.

Summary:
Total charge = +1
E_LUMO = -3.466 eV
Highest occupied orbital energy = -13.017 eV

Structure (XYZ):
```
17
Properties=species:S:1:pos:R:3:mulliken_charge:R:1
C 3.28901 -0.06634 0.13570 -0.74
N 1.88705 0.19351 0.68843 -0.28
H 4.00382 0.09662 0.93513 0.34
H 3.29226 -1.13498 -0.06865 0.34
H 3.44754 0.53012 -0.74256 0.32
H 1.22015 -0.19978 -0.00286 0.18
H 1.74548 1.19834 0.67078 0.35
H 1.55553 -0.27149 1.53795 0.41
C -2.49523 1.05703 -0.31480 -1.06
C -2.45463 -0.44939 -0.66264 -0.45
S -0.86653 -1.19144 -0.06112 -0.30
H -1.75097 1.55690 -0.93333 0.34
H -2.44178 1.15641 0.75678 0.33
H -3.43373 1.39820 -0.75318 0.32
H -3.20344 -1.00033 -0.10462 0.40
H -2.45177 -0.66086 -1.72511 0.36
H -1.34276 -2.21251 0.64410 0.15
```

***

## 2
Below is 2 unconnected molecules or ions with the total composition C3H12NS, with properties calculated with ωB97M-V/def2-TZVPD.

Summary:
Total charge = +1
E_LUMO = -3.751 eV
Highest occupied orbital energy = -12.578 eV

Structure (XYZ):
```
17
Properties=species:S:1:pos:R:3:mulliken_charge:R:1
C -0.49308 0.18924 -1.47736 -1.18
C 0.55691 0.93795 -0.75387 0.31
C 1.80318 0.13615 -0.35833 -1.38
N 1.09872 2.03725 -1.63107 -0.27
H -1.33954 0.87511 -1.55665 0.39
H -0.19022 -0.07380 -2.48260 0.40
H -0.78442 -0.74381 -1.00272 0.23
H 0.23536 1.41659 0.16431 0.29
H 2.33649 -0.30805 -1.23770 0.38
H 1.46872 -0.75097 0.20121 0.33
H 2.47083 0.68301 0.33420 0.42
H 0.34488 2.73016 -1.72681 0.37
H 1.92041 2.47528 -1.24263 0.34
H 1.35272 1.63479 -2.53550 0.37
S -1.55482 -1.68544 2.18073 -0.19
H -1.21663 -2.13205 0.98075 0.10
H -0.61453 -0.68005 2.16732 0.10
```

***

It is 1 that is the least stable of them.

***

## 1
Below is a gas-phase ion, C2H4N3OS (charge +1), with properties calculated with ωB97M-V/def2-TZVPD.

Summary:
Total charge = +1
E_LUMO = -5.785 eV
SMILES = [NH3+][C@@H]1ON=NC1=S
Highest occupied orbital energy = -13.790 eV

Structure (XYZ):
```
11
Properties=species:S:1:pos:R:3:mulliken_charge:R:1
C 1.20768 -0.57396 0.11524 -0.05
C -0.08296 0.02064 0.58523 0.17
N 2.02692 0.88566 -0.43977 -0.15
N 1.26684 1.76055 -0.21224 0.07
N -1.25632 -0.27055 -0.35645 -0.40
O 0.12378 1.43214 0.47999 -0.15
S 1.78350 -2.04213 0.20600 -0.07
H -0.23647 -0.21714 1.63330 0.39
H -1.11655 -0.05396 -1.41859 0.43
H -2.06451 0.32556 -0.16626 0.38
H -1.65191 -1.26681 -0.42645 0.40
```

***

## 2
Below is 2 unconnected molecules or ions with the total composition C2H4N3OS, with properties calculated with ωB97M-V/def2-TZVPD.

Summary:
Total charge = +1
E_LUMO = -6.580 eV
Highest occupied orbital energy = -14.969 eV

Structure (XYZ):
```
11
Properties=species:S:1:pos:R:3:mulliken_charge:R:1
C -0.43943 0.70643 0.46942 0.04
C -0.21981 -0.10598 1.73318 0.04
N -2.22060 -0.83151 -0.80000 0.27
N -3.30455 -0.69980 -0.73278 -0.28
N 0.21488 0.09878 -0.76009 -0.24
O 0.16281 -1.22393 1.77043 -0.38
S -1.43620 1.92162 0.41465 0.02
H -0.63211 0.32504 2.62680 0.43
H 1.20714 -0.00278 -0.92346 0.33
H -0.28601 0.67487 -1.47299 0.39
H -0.04398 -0.88874 -0.69286 0.38
```

***

It is 1 that is the least stable of them.